one | # C3H9NO4

A cluster of 3 separate species, C3H9NO4 in total (wB97M-V/def2-TZVPD, OMol25).

Calculated values
Molecular weight ... 123.11 g/mol
LUMO ... 0.378 eV
HOMO-LUMO gap ... 10.9 eV
Structure (SMILES) ... CC(=O)NC=O.O.O

The geometry in ORCA input format:
```
! RIJCOSX wB97M-V def2-TZVPD def2/J DEFGRID3
* xyz 0 1
O 0.69 0.18 2.31
C 0.31 0.51 1.21
N -0.58 -0.21 0.34
C -1.14 0.31 -0.77
O -2.28 0.10 -1.08
C 1.16 1.38 0.35
H -1.12 -0.98 0.81
H -0.67 1.05 -1.41
H 2.25 1.40 0.58
H 1.08 1.40 -0.70
H 0.89 2.52 0.45
H -3.04 -1.93 -0.29
H -3.51 -1.89 1.00
O -2.77 -2.22 0.56
H 2.68 0.28 -1.25
H 3.18 -1.20 -0.62
O 2.86 -0.69 -1.49
*
```

=====

two | # C3H9NO4

A cluster of 2 separate species, C3H9NO4 in total (wB97M-V/def2-TZVPD, OMol25).

Calculated values
Molecular weight ... 123.11 g/mol
LUMO ... 0.437 eV
HOMO-LUMO gap ... 10.5 eV
Structure (SMILES) ... O=C(O)NCCO.O

The geometry in ORCA input format:
```
! RIJCOSX wB97M-V def2-TZVPD def2/J DEFGRID3
* xyz 0 1
C 0.14 -0.38 -1.33
C 1.59 -0.37 -0.82
O 2.36 -1.15 -1.74
N -0.88 0.00 -0.37
C -0.74 1.19 0.37
O -0.17 2.20 -0.28
O -1.14 1.31 1.49
H 0.06 0.37 -2.12
H -0.01 -1.41 -1.65
H 2.05 0.62 -0.96
H 1.66 -0.74 0.19
H 2.77 -1.91 -1.34
H -1.11 -0.75 0.28
H 0.04 2.12 -1.21
H -2.95 -0.17 3.24
H -1.48 -0.14 3.03
O -2.18 -0.77 3.23
*
```

=====

Relative to the most stable structure, the computed energies are one 23.2; two 0.0, all in kcal/mol.

=====

one | # C25H25N3O4

An isolated molecule of C25H25N3O4 (wB97M-V/def2-TZVPD, OMol25).

Calculated values
Molecular weight ... 431.49 g/mol
LUMO ... -1.130 eV
HOMO-LUMO gap ... 7.5 eV
Structure (SMILES) ... O=[N+]([O-])c1ccc(C(c2ccc([N+](=O)[O-])cc2)[C@H](c2ccccc2)N2CCCCC2)cc1

The geometry in ORCA input format:
```
! RIJCOSX wB97M-V def2-TZVPD def2/J DEFGRID3
* xyz 0 1
C -4.11 -2.16 2.23
C -4.18 -0.91 1.34
C -3.00 0.04 1.55
N -1.71 -0.65 1.32
C -0.58 0.18 1.01
C 0.71 -0.54 1.19
C 0.81 -1.88 0.85
C 1.97 -2.55 1.23
C 3.03 -1.85 1.82
C 2.90 -0.49 2.10
C 1.73 0.17 1.80
C -1.62 -1.61 2.52
C -2.69 -2.72 2.36
H -4.50 -1.92 3.23
H -4.75 -2.94 1.83
H -4.23 -1.22 0.28
H -5.10 -0.37 1.59
H -3.09 0.93 0.91
H -3.04 0.35 2.61
H -0.69 1.21 1.54
H -0.02 -2.48 0.44
H 2.08 -3.63 1.07
H 3.99 -2.34 2.04
H 3.71 0.09 2.54
H 1.54 1.20 2.11
H -0.62 -2.06 2.68
H -1.86 -1.04 3.44
H -2.65 -3.39 3.23
H -2.44 -3.32 1.47
C -0.15 0.88 -0.42
C 0.02 0.02 -1.67
C -1.06 -0.81 -1.98
C -1.10 -1.57 -3.14
C -0.02 -1.49 -4.03
N 0.02 -2.36 -5.18
O 0.98 -2.34 -5.98
O -0.91 -3.17 -5.40
C 1.03 -0.61 -3.79
C 1.00 0.19 -2.65
C 0.88 2.07 -0.31
C 2.26 1.85 -0.47
C 3.18 2.91 -0.51
C 2.75 4.24 -0.40
N 3.71 5.30 -0.42
O 3.29 6.48 -0.33
O 4.92 4.98 -0.51
C 1.36 4.46 -0.33
C 0.44 3.40 -0.28
H -1.16 1.29 -0.47
H -1.99 -0.78 -1.40
H -1.91 -2.24 -3.36
H 1.85 -0.57 -4.50
H 1.72 1.01 -2.68
H 2.64 0.84 -0.74
H 4.24 2.71 -0.66
H 1.04 5.50 -0.32
H -0.62 3.68 -0.39
*
```

=====

two | # C25H25N3O4

An isolated molecule of C25H25N3O4 (wB97M-V/def2-TZVPD, OMol25).

Calculated values
Molecular weight ... 431.49 g/mol
LUMO ... 0.396 eV
HOMO-LUMO gap ... 8.6 eV
Structure (SMILES) ... [H]/N=c1\c2c(ncn1Cc1ccco1)OC1=C(C(=O)CC(C)(C)C1)[C@H]2c1ccc(OC)cc1

The geometry in ORCA input format:
```
! RIJCOSX wB97M-V def2-TZVPD def2/J DEFGRID3
* xyz 0 1
C 1.97 6.31 1.44
H 2.45 7.23 1.10
O 2.09 5.41 0.37
C 1.57 4.16 0.52
C 1.72 3.30 -0.58
C 1.23 2.01 -0.53
C 0.58 1.55 0.60
C 0.43 2.39 1.69
C 0.92 3.69 1.65
H 0.79 4.32 2.52
H -0.05 2.04 2.58
C 0.06 0.12 0.64
C -0.76 -0.17 -0.59
C -0.31 -1.00 -1.56
N -0.99 -1.26 -2.71
C -2.12 -0.68 -2.85
N -2.68 0.17 -1.97
C -2.04 0.49 -0.77
N -2.64 1.30 0.01
H -2.12 1.52 0.85
C -4.00 0.74 -2.23
C -5.06 -0.30 -2.08
C -5.74 -0.74 -0.99
C -6.59 -1.78 -1.45
C -6.36 -1.89 -2.79
O -5.43 -1.00 -3.18
H -6.77 -2.53 -3.54
H -7.28 -2.36 -0.87
H -5.65 -0.37 0.01
H -4.13 1.52 -1.48
H -4.02 1.15 -3.24
H -2.68 -0.87 -3.76
O 0.87 -1.68 -1.49
C 1.58 -1.61 -0.33
C 1.23 -0.83 0.71
C 1.99 -0.86 1.96
O 1.62 -0.27 2.95
C 3.27 -1.66 1.94
H 4.05 -1.01 1.53
C 3.18 -2.93 1.08
C 2.13 -3.88 1.67
H 1.15 -3.42 1.70
H 2.41 -4.16 2.69
H 2.07 -4.79 1.08
C 4.53 -3.63 1.04
H 5.30 -2.97 0.63
H 4.84 -3.94 2.03
H 4.48 -4.52 0.41
C 2.77 -2.51 -0.34
H 3.60 -1.99 -0.82
H 2.54 -3.39 -0.95
H 3.55 -1.90 2.96
H -0.55 0.00 1.55
H 1.36 1.37 -1.39
H 2.23 3.67 -1.45
H 2.48 5.95 2.33
H 0.92 6.52 1.68
*
```

=====

Relative to the most stable structure, the computed energies are one 169.8; two 0.0, all in kcal/mol.

=====

one | # C7H7N

A cluster of 2 separate species, C7H7N in total (wB97M-V/def2-TZVPD, OMol25).

Calculated values
Molecular weight ... 105.14 g/mol
LUMO ... 0.831 eV
HOMO-LUMO gap ... 10.7 eV
Structure (SMILES) ... c1ccncc1.C#C

The geometry in ORCA input format:
```
! RIJCOSX wB97M-V def2-TZVPD def2/J DEFGRID3
* xyz 0 1
C -2.63 -0.87 0.21
C -2.85 0.44 0.26
C -1.74 1.25 -0.06
C -0.62 0.50 -0.36
C -0.51 -0.88 -0.18
C 4.03 -0.04 -0.32
C 4.97 -0.23 0.40
H -3.61 -1.51 0.28
H -3.83 1.06 0.53
H -1.49 2.40 0.05
H 0.44 0.97 -0.37
H 0.44 -1.49 -0.46
H 3.10 0.06 -0.93
H 5.87 -0.07 1.04
N -1.57 -1.59 -0.10
*
```

=====

two | # C7H7N

An isolated molecule of C7H7N (wB97M-V/def2-TZVPD, OMol25).

Calculated values
Molecular weight ... 105.14 g/mol
LUMO ... 1.059 eV
HOMO-LUMO gap ... 9.1 eV
Structure (SMILES) ... C1=Cn2cccc2C1

The geometry in ORCA input format:
```
! RIJCOSX wB97M-V def2-TZVPD def2/J DEFGRID3
* xyz 0 1
C 1.03 -1.42 -0.14
C 1.94 -0.38 -0.30
C 1.39 0.88 -0.30
C -1.02 1.51 0.37
C -2.12 0.65 0.13
C -1.63 -0.71 -0.12
C -0.22 -0.59 0.07
H 0.97 -2.24 -0.80
H 1.34 -2.10 0.72
H 3.02 -0.41 -0.74
H 1.82 1.98 -0.37
H -1.18 2.46 0.97
H -3.13 1.19 0.36
H -2.25 -1.59 0.04
N 0.05 0.77 0.11
*
```

=====

three | # C7H7N

An isolated molecule of C7H7N (wB97M-V/def2-TZVPD, OMol25).

Calculated values
Molecular weight ... 105.14 g/mol
LUMO ... 0.848 eV
HOMO-LUMO gap ... 8.4 eV
Structure (SMILES) ... C1=Cc2cccn2C1

The geometry in ORCA input format:
```
! RIJCOSX wB97M-V def2-TZVPD def2/J DEFGRID3
* xyz 0 1
C -1.16 1.13 -0.63
C -1.81 -0.11 -0.93
C -1.17 -1.29 -0.58
C 0.12 -0.89 0.04
C 1.27 -1.19 0.88
C 2.01 -0.05 0.98
C 1.33 0.89 0.56
H -1.09 2.09 -1.35
H -1.72 1.40 0.31
H -2.91 -0.07 -1.37
H -1.79 -2.27 -0.36
H 2.01 -2.03 1.04
H 2.95 0.06 1.28
H 1.75 1.90 0.34
N 0.21 0.44 -0.21
*
```

=====

Relative to the most stable structure, the computed energies are one 27.0; two 0.0; three 25.1, all in kcal/mol.

=====

one | # C7H7N

An isolated molecule of C7H7N (wB97M-V/def2-TZVPD, OMol25).

Calculated values
Molecular weight ... 105.14 g/mol
LUMO ... 0.363 eV
HOMO-LUMO gap ... 9.4 eV
Structure (SMILES) ... CC[C@H]1[C@H]2[C@]13C1=N[C@]123

The geometry in ORCA input format:
```
! RIJCOSX wB97M-V def2-TZVPD def2/J DEFGRID3
* xyz 0 1
C 2.39 -0.63 -0.72
C 1.17 1.17 0.59
C 0.12 0.61 -0.28
C 1.13 -0.46 -0.27
C 2.38 0.54 0.49
C -1.68 -1.06 -0.32
C -1.25 0.22 0.33
N 3.41 -0.23 0.10
H 0.93 1.81 1.51
H 0.00 1.20 -1.24
H -2.51 -1.52 0.25
H -0.93 -1.84 -0.53
H -2.12 -0.84 -1.37
H -1.10 0.08 1.45
H -1.95 0.94 0.00
*
```

=====

two | # C7H7N

A cluster of 2 separate species, C7H7N in total (wB97M-V/def2-TZVPD, OMol25).

Calculated values
Molecular weight ... 105.14 g/mol
LUMO ... 0.740 eV
HOMO-LUMO gap ... 9.9 eV
Structure (SMILES) ... c1ccncc1.C#C

The geometry in ORCA input format:
```
! RIJCOSX wB97M-V def2-TZVPD def2/J DEFGRID3
* xyz 0 1
C -0.84 0.97 -1.55
C -2.02 0.73 -1.48
C 0.38 -1.68 -0.02
C -0.56 -0.91 0.57
C -0.29 0.32 1.14
C 0.96 0.96 0.85
C 1.85 0.13 0.18
H 0.20 1.18 -1.61
H -3.08 0.55 -1.41
H 0.39 -2.84 0.07
H -1.57 -1.52 0.83
H -1.02 0.87 1.77
H 1.04 2.04 0.99
H 2.95 0.26 -0.15
N 1.60 -1.07 -0.17
*
```

=====

Relative to the most stable structure, the computed energies are one 91.3; two 0.0, all in kcal/mol.

=====

one | # C7H6O3S

An isolated molecule of C7H6O3S (wB97M-V/def2-TZVPD, OMol25).

Calculated values
Molecular weight ... 170.19 g/mol
LUMO ... 0.090 eV
HOMO-LUMO gap ... 7.8 eV
Structure (SMILES) ... O=C=C1SC=CC12[C@@H](O)[C@@H]2O

The geometry in ORCA input format:
```
! RIJCOSX wB97M-V def2-TZVPD def2/J DEFGRID3
* xyz 0 1
C -1.19 -1.24 -0.27
C -2.50 -1.40 -0.42
C -0.75 0.13 0.14
C -1.93 0.96 0.48
C -1.99 2.25 0.78
C 0.55 0.20 0.95
C 0.42 0.77 -0.44
O -2.14 3.39 1.01
O 1.31 -0.97 1.09
O 0.37 2.15 -0.76
S -3.40 -0.01 0.12
H -0.42 -2.08 -0.40
H -2.91 -2.36 -0.69
H 0.38 0.97 1.65
H 1.08 0.43 -1.27
H 1.88 -0.68 1.75
H -0.51 2.47 -0.90
*
```

=====

two | # C7H6O3S

A cluster of 2 separate species, C7H6O3S in total (wB97M-V/def2-TZVPD, OMol25).

Calculated values
Molecular weight ... 170.19 g/mol
LUMO ... -0.545 eV
HOMO-LUMO gap ... 9.4 eV

The geometry in ORCA input format:
```
! RIJCOSX wB97M-V def2-TZVPD def2/J DEFGRID3
* xyz 0 1
C 1.00 1.46 -0.68
C 0.30 1.72 0.51
C 1.00 0.21 -1.29
C -0.51 0.73 1.03
C 0.21 -0.79 -0.76
C -0.58 -0.52 0.38
C -1.33 -1.54 1.07
O -0.60 -4.88 -0.87
O -1.39 -2.74 0.77
O -2.53 -3.59 -1.57
S -1.99 -4.63 -0.72
H 1.72 2.18 -1.21
H 0.36 2.69 0.94
H 1.65 0.11 -2.22
H -1.06 0.81 1.90
H -0.02 -1.59 -1.34
H -1.79 -1.19 2.04
*
```

=====

Relative to the most stable structure, the computed energies are one 62.1; two 0.0, all in kcal/mol.

=====

one | # C5H12N2

The ion C5H12N2 with charge +2 (wB97M-V/def2-TZVPD, OMol25).

Calculated values
Molecular weight ... 100.16 g/mol
LUMO ... -8.158 eV
HOMO-LUMO gap ... 10.0 eV
Structure (SMILES) ... C=[NH+]C(=C)CC[NH3+]

The geometry in ORCA input format:
```
! RIJCOSX wB97M-V def2-TZVPD def2/J DEFGRID3
* xyz 2 1
C 0.85 0.81 1.14
C -0.24 -0.17 0.57
C 0.15 -0.66 -0.79
C 1.36 -0.78 -1.33
C -1.82 -0.96 -2.24
N -0.91 -1.44 -1.51
N 0.14 1.68 2.20
H 1.60 0.28 1.73
H 1.21 1.53 0.41
H -1.09 0.49 0.56
H -0.40 -0.97 1.29
H 2.05 0.00 -1.00
H 1.93 -1.62 -1.71
H -1.96 0.11 -2.36
H -2.33 -1.63 -2.92
H -0.67 -2.43 -1.49
H -0.63 2.28 1.89
H -0.05 1.11 3.03
H 0.81 2.38 2.55
*
```

=====

two | # C5H12N2

The ion C5H12N2 with charge +2 (wB97M-V/def2-TZVPD, OMol25).

Calculated values
Molecular weight ... 100.16 g/mol
LUMO ... -10.415 eV
HOMO-LUMO gap ... 10.8 eV
Structure (SMILES) ... C/C=[N+](\C)C(C)=[NH2+]

The geometry in ORCA input format:
```
! RIJCOSX wB97M-V def2-TZVPD def2/J DEFGRID3
* xyz 2 1
C -1.06 -0.65 0.08
C 1.30 -0.16 0.11
C -2.47 -0.34 -0.02
C 1.73 -1.49 -0.21
C -0.30 1.64 -0.02
N 2.11 0.83 0.23
N -0.07 0.22 0.08
H -0.94 -1.73 0.14
H -2.67 0.75 -0.38
H -3.13 -1.08 -0.59
H -2.76 -0.24 1.07
H 1.67 -2.25 0.52
H 1.06 -1.94 -0.96
H 2.73 -1.39 -0.54
H 0.15 2.00 0.84
H -1.34 1.85 -0.14
H 0.16 2.13 -0.97
H 3.20 0.81 0.22
H 1.89 1.87 0.26
*
```

=====

three | # C5H12N2

The ion C5H12N2 with charge +2 (wB97M-V/def2-TZVPD, OMol25).

Calculated values
Molecular weight ... 100.16 g/mol
LUMO ... -8.252 eV
HOMO-LUMO gap ... 10.5 eV
Structure (SMILES) ... C=[NH+]C(=C)CC[NH3+]

The geometry in ORCA input format:
```
! RIJCOSX wB97M-V def2-TZVPD def2/J DEFGRID3
* xyz 2 1
C -1.33 0.48 0.81
C -0.14 0.67 -0.14
C 0.63 -0.63 -0.32
C 0.16 -1.76 -0.81
C 3.00 -0.87 -0.60
N 2.00 -0.66 0.17
N -2.38 1.56 0.58
H -0.99 0.64 1.82
H -1.86 -0.46 0.71
H -0.53 0.92 -1.13
H 0.51 1.51 0.10
H -0.80 -1.83 -1.32
H 0.73 -2.68 -0.76
H 2.82 -0.97 -1.66
H 3.98 -0.98 -0.16
H 2.16 -0.50 1.16
H -2.38 1.87 -0.40
H -2.26 2.42 1.13
H -3.32 1.26 0.83
*
```

=====

Relative to the most stable structure, the computed energies are one 27.4; two 34.0; three 0.0, all in kcal/mol.

=====

one | # C5H17N4P2

A structure of composition C5H17N4P2 (wB97M-V/def2-TZVPD, OMol25).

Calculated values
Molecular weight ... 195.17 g/mol
LUMO ... -3.993 eV
HOMO-LUMO gap ... 9.2 eV

The geometry in ORCA input format:
```
! RIJCOSX wB97M-V def2-TZVPD def2/J DEFGRID3
* xyz 1 1
C -2.72 -0.51 -2.23
C 0.05 -1.91 2.45
C 1.92 1.98 -0.66
C -1.79 -0.52 -1.03
C -1.23 0.88 -0.76
N 0.74 -1.37 1.32
N 1.93 0.95 1.81
N -0.36 0.95 0.41
N 1.82 -0.69 -0.58
P 1.37 -2.16 0.11
P 1.25 0.64 0.36
H -3.55 0.17 -2.07
H -2.19 -0.19 -3.13
H -3.12 -1.51 -2.41
H -0.98 -1.55 2.47
H 0.53 -1.57 3.37
H 0.04 -3.00 2.46
H 1.53 1.95 -1.67
H 3.01 1.91 -0.71
H 1.64 2.93 -0.20
H -0.97 -1.22 -1.21
H -2.34 -0.86 -0.15
H -0.66 1.22 -1.62
H -2.05 1.58 -0.60
H 1.86 0.29 2.58
H 2.73 1.56 1.85
H -0.81 0.62 1.26
H 2.33 -0.55 -1.44
*
```

=====

two | # C5H17N4P2

The ion C5H17N4P2 with charge +1 (wB97M-V/def2-TZVPD, OMol25).

Calculated values
Molecular weight ... 195.17 g/mol
LUMO ... -4.111 eV
HOMO-LUMO gap ... 8.5 eV
Structure (SMILES) ... CNP(N(C)C)N(C)/P=[NH+]/C

The geometry in ORCA input format:
```
! RIJCOSX wB97M-V def2-TZVPD def2/J DEFGRID3
* xyz 1 1
C -1.21 -2.57 -1.48
C -2.37 2.34 0.36
C 0.49 -1.92 2.35
C 2.41 0.92 0.32
C 1.20 1.08 -1.80
N -0.93 -1.04 -0.99
N -1.60 1.25 -0.14
N 0.25 -0.82 1.46
N 1.10 0.67 -0.40
P -2.22 -0.14 -0.76
P 0.75 -1.03 -0.20
H -0.48 -2.70 -2.21
H -1.15 -3.09 -0.49
H -2.17 -2.51 -1.89
H -2.09 2.29 1.46
H -1.97 3.23 0.02
H -3.39 2.20 -0.04
H 0.41 -1.44 3.30
H -0.13 -2.71 2.03
H 1.54 -2.17 2.18
H 2.54 0.61 1.37
H 3.24 0.51 -0.24
H 2.58 2.10 0.13
H 2.11 0.68 -2.18
H 0.34 0.73 -2.34
H 1.24 2.26 -1.65
H -0.48 1.20 0.04
H 0.00 0.09 1.79
*
```

=====

Relative to the most stable structure, the computed energies are one 0.0; two 77.1, all in kcal/mol.